{"formula": "C4H6N2O", "method": "ωB97M-V/def2-TZVPD", "homo_ev": -8.29, "de_lowest_kcal_mol": 139.7, "energy_ev": -9267.44439, "charge": 0, "species": ["C", "O", "C", "N", "N", "C", "C", "H", "H", "H", "H", "H", "H"], "positions_angstrom": [[-2.2847, 0.2892, -0.1773], [-1.5839, -0.1122, 1.0158], [0.0309, -0.0139, 0.8669], [-0.5477, 0.9752, 1.4069], [2.3651, 0.9318, -0.3181], [2.0592, -0.3080, -0.3929], [0.8530, -0.8508, 0.2162], [-3.0552, -0.4680, -0.3339], [-2.7255, 1.2713, 0.0020], [-1.5935, 0.3197, -1.0235], [3.2401, 1.1129, -0.8076], [2.6745, -1.0525, -0.9165], [0.6304, -1.9122, 0.2227]], "atomic_forces_ev_per_a": [[-0.1, 0.0, -0.1], [-0.2, -0.2, 0.0], [-0.2, 0.3, 0.1], [0.5, -0.3, -0.2], [0.1, -0.3, -0.1], [0.0, 0.1, 0.1], [0.0, 0.1, 0.0], [0.1, 0.1, 0.0], [0.1, -0.1, 0.0], [-0.1, 0.0, 0.1], [-0.1, 0.0, 0.0], [-0.1, 0.1, 0.1], [0.0, 0.2, 0.0]]}



{"formula": "C3H11NOS2", "method": "ωB97M-V/def2-TZVPD", "homo_ev": -8.97, "de_lowest_kcal_mol": 10.9, "energy_ev": -28497.12230, "charge": 0, "species": ["C", "N", "C", "O", "H", "H", "H", "H", "H", "H", "H", "C", "S", "S", "H", "H", "H", "H"], "positions_angstrom": [[-1.8479, -1.0901, 1.1198], [-0.7751, -0.1751, 0.7642], [-0.4126, 0.6991, 1.8736], [0.4333, 1.7209, 1.4445], [-1.4518, -1.7791, 1.8665], [-2.1371, -1.6723, 0.2465], [-2.7507, -0.6159, 1.5201], [-1.0057, 0.4110, -0.0227], [-1.2826, 1.2195, 2.2859], [0.0319, 0.0729, 2.6516], [1.2543, 1.3532, 1.1054], [1.2658, 0.3916, -2.9540], [2.2297, 0.7051, -1.4425], [2.2613, -1.2187, -0.6761], [1.8029, -0.2611, -3.6294], [1.0366, 1.3580, -3.4085], [0.2975, -0.0210, -2.6770], [1.0500, -1.0981, -0.0681]], "atomic_forces_ev_per_a": [[0.2, -0.2, -0.2], [0.2, 0.1, 0.2], [-0.1, 0.0, -0.3], [0.0, 0.2, 0.1], [-0.2, -0.1, 0.1], [0.0, 0.0, 0.0], [0.0, 0.1, 0.1], [-0.3, 0.1, -0.2], [-0.1, -0.1, 0.1], [0.0, 0.0, 0.1], [0.1, -0.2, -0.1], [-0.4, 0.5, 0.4], [0.0, -0.5, -0.3], [-0.1, 0.4, 0.1], [0.0, 0.0, -0.1], [0.3, 0.0, -0.1], [0.1, -0.3, 0.0], [0.1, -0.2, 0.0]]}



{"formula": "C5H8", "method": "ωB97M-V/def2-TZVPD", "homo_ev": -8.21, "de_lowest_kcal_mol": 99.2, "energy_ev": -5309.86371, "charge": 0, "species": ["C", "C", "C", "C", "C", "H", "H", "H", "H", "H", "H", "H", "H"], "positions_angstrom": [[0.9432, -0.3342, 0.2475], [0.6072, -0.6038, -1.0995], [-1.4260, -0.5015, -0.4027], [-1.2552, 0.4801, 0.4955], [0.2088, 0.8482, 0.8365], [2.0137, -0.1959, -0.4926], [0.9808, -1.2262, 0.8864], [0.5701, 0.2325, -1.7876], [0.9027, -1.5723, -1.4873], [-2.4572, -0.8583, -0.5819], [-2.0153, 1.0324, 1.0717], [0.5614, 1.7888, 0.3904], [0.3659, 0.9101, 1.9237]], "atomic_forces_ev_per_a": [[4.1, 0.7, -0.8], [-5.6, -1.1, -0.2], [0.6, 1.0, -0.2], [0.7, -0.4, -0.3], [0.3, -0.3, -0.2], [-0.6, 0.5, 3.4], [0.3, 0.4, -0.3], [0.1, -0.1, -0.1], [-0.3, 0.1, -0.2], [0.7, 0.1, -0.5], [0.2, -0.6, -0.3], [-0.3, -0.1, 0.1], [-0.1, 0.1, -0.3]]}



{"formula": "C17H24O2PbS5", "method": "ωB97M-V/def2-TZVPD", "homo_ev": -7.13, "de_lowest_kcal_mol": 5.9, "energy_ev": -81537.89200, "charge": 0, "species": ["Pb", "C", "C", "C", "C", "C", "C", "C", "C", "C", "C", "H", "H", "H", "H", "H", "H", "H", "H", "H", "H", "H", "H", "H", "H", "S", "C", "S", "C", "C", "S", "S", "S", "C", "O", "C", "C", "O", "C", "H", "H", "H", "H", "H", "H", "H", "H", "H", "H"], "positions_angstrom": [[0.5144, 0.5369, -0.3101], [-2.9218, -2.1939, 2.2995], [-1.6449, -2.4563, 3.1107], [-0.9183, -3.6791, 2.5484], [-0.7679, -1.2208, 3.1316], [-1.3371, 0.0454, 3.2554], [-0.5649, 1.1900, 3.2225], [0.8167, 1.1206, 3.0726], [1.6575, 2.3600, 3.0260], [1.3916, -0.1404, 2.9925], [0.6145, -1.2878, 3.0217], [-3.3920, -3.1324, 2.0160], [-2.6858, -1.6340, 1.3977], [-3.6464, -1.6207, 2.8729], [-1.9337, -2.6873, 4.1441], [-0.5130, -3.4540, 1.5627], [-1.6080, -4.5158, 2.4554], [-0.1070, -3.9929, 3.2009], [-2.4048, 0.1439, 3.3758], [-1.0387, 2.1588, 3.3101], [1.8310, 2.7323, 4.0352], [1.1594, 3.1459, 2.4621], [2.6243, 2.1540, 2.5724], [2.4649, -0.2325, 2.9076], [1.1147, -2.2402, 2.9529], [1.9874, 3.0843, -7.1294], [1.7716, 2.6305, -5.5777], [0.4970, 3.2631, -4.5666], [0.8073, 2.2437, -3.1719], [1.8671, 1.4106, -3.2551], [2.3850, 0.2756, -2.0380], [2.7764, 1.4567, -4.7599], [-0.3372, 2.3759, -1.8618], [0.1574, -2.6832, -1.8180], [-0.6135, -1.4977, -1.7711], [-1.9985, -1.7412, -1.6147], [-2.7425, -0.4318, -1.3785], [-2.3265, 0.1173, -0.1424], [-3.0494, 1.2774, 0.2212], [-0.1768, -3.3287, -2.6359], [0.0866, -3.2337, -0.8719], [1.1884, -2.3796, -1.9954], [-2.1603, -2.4187, -0.7648], [-2.3854, -2.2169, -2.5274], [-3.8210, -0.6361, -1.3496], [-2.5350, 0.2711, -2.1949], [-4.0936, 1.0259, 0.4444], [-3.0206, 2.0311, -0.5698], [-2.5672, 1.6754, 1.1102]], "atomic_forces_ev_per_a": [[-0.2, -0.2, 0.1], [0.1, 0.0, 0.2], [-0.1, -0.2, -0.1], [-0.1, 0.1, 0.2], [0.0, 0.0, 0.1], [0.0, 0.0, 0.0], [0.1, 0.1, 0.0], [0.1, -0.2, 0.1], [0.0, 0.0, 0.1], [-0.1, 0.1, 0.2], [0.1, 0.0, 0.0], [-0.1, -0.1, 0.0], [0.0, 0.0, -0.1], [-0.1, 0.1, 0.0], [0.0, 0.0, -0.1], [0.1, 0.0, -0.1], [0.0, 0.0, 0.0], [0.1, -0.1, 0.0], [-0.1, 0.0, 0.0], [-0.1, 0.1, 0.0], [0.1, 0.1, 0.0], [0.0, 0.1, -0.1], [0.1, 0.1, 0.0], [0.1, 0.0, -0.1], [0.0, -0.1, 0.0], [0.1, 0.1, -0.1], [0.0, -0.1, 0.2], [0.4, -0.4, -0.1], [0.1, -0.1, -0.1], [-0.2, 0.1, 0.0], [0.3, 0.0, -0.1], [-0.5, 0.3, 0.0], [0.0, 0.1, 0.1], [0.1, -0.1, 0.0], [-0.1, 0.4, 0.2], [-0.3, 0.1, 0.1], [0.1, -0.4, -0.2], [0.2, -0.1, -0.1], [-0.1, 0.0, 0.0], [0.0, 0.0, 0.0], [0.0, 0.0, 0.0], [-0.1, -0.1, 0.0], [0.0, 0.0, -0.1], [0.0, 0.0, 0.1], [0.0, 0.0, 0.0], [0.0, 0.0, 0.0], [0.1, 0.0, 0.0], [0.0, 0.0, -0.1], [-0.1, 0.0, 0.1]]}



{"formula": "C20H37IrN7OS2Si", "method": "ωB97M-V/def2-TZVPD", "homo_ev": [-13.34, -13.34], "de_lowest_kcal_mol": 0.0, "energy_ev": -66191.93265, "charge": 2, "spin_multiplicity": 2, "species": ["Ir", "C", "C", "C", "C", "C", "C", "N", "N", "Si", "C", "C", "C", "H", "H", "H", "H", "H", "H", "H", "H", "H", "H", "H", "H", "H", "H", "H", "C", "C", "S", "O", "C", "C", "H", "H", "H", "H", "H", "H", "H", "H", "H", "H", "C", "N", "C", "N", "C", "N", "C", "N", "C", "C", "H", "H", "H", "H", "H", "H", "H", "H", "H", "H", "H", "H", "S", "C", "N"], "positions_angstrom": [[-0.0888, -0.0439, 0.0491], [1.1280, 0.6230, 3.5934], [0.0990, -0.4111, 3.3001], [-0.4721, -1.2120, 4.3257], [-1.5026, -2.0817, 4.0470], [-2.0076, -2.1787, 2.7524], [-1.4075, -1.3764, 1.7866], [-0.3489, -0.5497, 2.0777], [-1.6612, -1.2410, 0.4465], [-3.1702, -1.8864, -0.3908], [-3.0588, -1.4543, -2.1822], [-3.1161, -3.7421, -0.2079], [-4.6347, -1.1387, 0.4821], [0.6690, 1.4312, 4.1687], [1.5601, 1.0418, 2.6861], [1.9266, 0.2075, 4.2095], [-0.1041, -1.1101, 5.3382], [-1.9292, -2.6789, 4.8417], [-2.8284, -2.8366, 2.5075], [-2.1670, -1.8794, -2.6458], [-3.0962, -0.3939, -2.4073], [-3.9223, -1.9181, -2.6698], [-2.2725, -4.1832, -0.7407], [-4.0290, -4.1407, -0.6584], [-3.0967, -4.1086, 0.8190], [-4.4816, -0.1144, 0.8291], [-4.9213, -1.7301, 1.3549], [-5.4897, -1.1277, -0.1959], [3.9020, 0.2103, -2.2786], [4.3096, 0.6476, -0.8843], [3.1631, 0.1679, 0.4234], [1.8459, 0.7888, -0.0904], [3.0114, -1.6263, 0.1437], [1.7724, -2.0088, -0.6355], [4.5713, 0.6797, -2.9981], [2.8862, 0.5296, -2.5127], [3.9850, -0.8675, -2.4157], [4.3491, 1.7343, -0.7821], [5.2818, 0.2629, -0.5629], [3.0291, -2.0957, 1.1265], [3.9133, -1.9330, -0.3850], [0.8201, -1.7809, -0.0671], [1.7025, -3.0961, -0.7035], [1.7213, -1.5840, -1.6326], [-2.3138, 1.7848, -0.6864], [-2.9066, 3.0822, -0.6386], [-3.2595, 3.4193, 0.7394], [-2.0601, 3.4406, 1.5826], [-1.4493, 2.1492, 1.5762], [-1.0439, 1.7313, 0.1715], [-0.1072, 2.8313, -0.3643], [-0.7489, 4.1089, -0.3243], [-1.9595, 4.0765, -1.1507], [-1.1189, 4.4327, 1.0533], [-2.0135, 1.5273, -1.6980], [-2.9877, 1.0286, -0.2818], [-3.9659, 2.6837, 1.1287], [-3.7318, 4.3996, 0.7625], [-2.1426, 1.3906, 1.9461], [-0.5363, 2.1594, 2.1718], [0.1489, 2.5475, -1.3835], [0.7809, 2.8120, 0.2624], [-1.6938, 3.8331, -2.1794], [-2.4289, 5.0586, -1.1340], [-1.5850, 5.4162, 1.0788], [-0.2239, 4.4574, 1.6770], [0.1610, -0.3544, -4.6439], [0.0066, -0.0912, -3.0859], [-0.1241, 0.1156, -1.9354]], "atomic_forces_ev_per_a": [[0.6, -0.9, -0.1], [0.2, -0.1, 0.1], [0.0, -0.1, 0.5], [0.1, 0.3, -0.1], [0.0, 0.0, 0.0], [0.0, 0.1, -0.1], [-0.1, -0.2, -0.5], [-0.1, -0.1, -0.6], [-0.2, 0.6, 0.7], [-0.1, -0.5, -0.5], [0.0, -0.1, 0.1], [0.0, 0.1, 0.1], [0.1, 0.1, 0.3], [0.0, 0.0, 0.0], [-0.1, 0.0, 0.0], [0.0, 0.0, 0.0], [0.0, 0.0, 0.0], [0.0, 0.0, 0.0], [0.0, 0.0, 0.0], [0.0, 0.0, 0.0], [0.0, 0.1, 0.0], [0.0, 0.0, 0.0], [0.0, 0.0, 0.0], [0.0, 0.0, -0.1], [0.0, 0.0, 0.0], [0.0, 0.0, -0.1], [0.0, 0.0, 0.0], [0.0, 0.0, -0.1], [0.0, 0.0, 0.0], [0.0, 0.0, 0.1], [0.1, 0.0, -0.2], [-0.3, 0.3, 0.0], [0.0, 0.0, 0.1], [-0.1, 0.0, 0.0], [0.0, 0.0, 0.0], [0.0, 0.0, 0.0], [0.0, 0.0, 0.0], [0.0, 0.0, 0.0], [0.0, 0.0, 0.0], [0.0, 0.0, 0.0], [0.0, -0.1, 0.0], [0.1, -0.2, 0.1], [0.0, 0.0, 0.0], [0.0, 0.0, 0.0], [0.1, 0.0, 0.0], [-0.1, 0.0, 0.0], [0.0, 0.0, 0.0], [-0.1, 0.0, 0.1], [0.1, -0.1, -0.1], [-0.2, 0.3, 0.0], [-0.1, 0.0, 0.0], [0.0, -0.1, 0.0], [0.0, 0.1, 0.0], [0.0, 0.1, 0.0], [0.0, 0.0, 0.0], [0.0, 0.1, 0.0], [0.0, 0.0, 0.0], [0.0, 0.0, 0.0], [0.0, 0.1, 0.1], [0.0, 0.0, 0.0], [0.0, 0.0, 0.0], [0.0, 0.1, 0.0], [0.0, 0.0, 0.0], [0.0, 0.0, 0.0], [0.0, 0.0, 0.0], [0.0, 0.0, 0.0], [0.0, 0.0, 0.0], [0.1, -0.1, -0.5], [-0.1, 0.2, 0.8]]}



{"formula": "C4H11NO2", "method": "ωB97M-V/def2-TZVPD", "homo_ev": -9.19, "de_lowest_kcal_mol": 20.5, "energy_ev": -9911.35264, "charge": 0, "species": ["O", "C", "O", "H", "C", "C", "N", "C", "H", "H", "H", "H", "H", "H", "H", "H", "H", "H"], "positions_angstrom": [[-1.2792, -1.9113, 0.3125], [-0.4548, -2.3136, 1.2112], [0.6563, -1.7785, 1.4950], [-0.6535, -3.2494, 1.7501], [-0.5646, 1.5488, 1.1883], [-0.1268, 1.4236, -0.2362], [0.2515, 0.0000, -0.5684], [0.9392, -0.2443, -1.8422], [0.2265, 1.1974, 1.8574], [-0.8720, 2.5547, 1.4710], [-1.4549, 0.9453, 1.3694], [-0.8637, 1.7610, -0.9851], [0.7808, 2.0558, -0.3908], [-0.6393, -0.6867, -0.4328], [0.7931, -0.4131, 0.2209], [0.1956, -0.1471, -2.6421], [1.3564, -1.2727, -1.8204], [1.7094, 0.5302, -1.9577]], "atomic_forces_ev_per_a": [[0.5, -0.3, 0.8], [1.0, 0.9, -0.9], [-1.0, -0.1, -0.4], [-0.5, -0.1, 0.0], [-0.7, -0.5, 0.6], [1.2, 0.3, -1.3], [-1.2, -0.1, 0.9], [-0.2, 0.1, -0.1], [-0.2, 0.1, 0.0], [0.4, 0.2, -0.3], [0.1, -0.3, 0.0], [0.1, -0.2, 0.4], [-0.5, -0.5, 0.0], [0.9, 0.2, 0.3], [-0.1, 0.0, 0.1], [0.4, -0.1, 0.0], [-0.2, 0.8, -0.1], [0.0, -0.5, -0.2]]}